Entry 1:
Formula: C4H8O2Si2
Source: the Open Molecules 2025 dataset
Level of theory: ωB97M-V/def2-TZVPD

```
16
Properties=species:S:1:pos:R:3:forces:R:3
Si 1.622874 0.732066 -0.257883 -2.334 0.311 -0.430
Si -1.594573 0.305821 -0.349279 2.279 -0.347 2.712
O -1.643849 1.845804 0.385295 -1.063 -2.784 2.249
O 1.164549 1.888905 0.850129 0.169 -1.263 -0.456
C 0.914562 -0.991240 -0.319143 0.731 3.142 -2.789
C 0.092645 -1.455787 0.681176 -0.732 -2.061 4.079
C 0.049500 0.107099 -1.192314 1.332 0.077 0.566
C -1.109090 -0.986778 0.981243 -1.578 1.005 -2.085
H 1.499821 -1.592870 -0.965080 0.434 -1.056 -0.232
H 0.450693 -2.119046 1.478569 0.485 -0.329 -0.631
H 0.192142 1.726866 0.931076 0.365 0.645 0.436
H -1.278289 2.378573 -0.245553 1.366 2.963 -2.470
H -2.814813 0.321544 -1.005346 -1.640 -0.522 -1.291
H 0.007788 -0.067942 -2.249525 0.345 -0.102 -0.498
H 2.879282 0.977307 -0.932528 0.352 0.185 -0.027
H -1.653694 -1.522742 1.716638 -0.510 0.136 0.867
```
Positions in Å, forces in eV/Å.

Calculated values
Energy relative to the best compared isomer or geometry (same formula, charge and spin) = 0.000 eV
Maximum force = 0.0900 hartree/bohr
LUMO level = 0.661 eV
Orbital gap = 9.52 eV
HOMO = -8.9 eV

=====

Entry 2:
Formula: C4H7NO
Source: the Open Molecules 2025 dataset
Level of theory: ωB97M-V/def2-TZVPD

```
13
Properties=species:S:1:pos:R:3:forces:R:3
O -1.051355 -0.850376 1.000204 -0.013 -0.013 0.225
N 1.570391 -0.232573 0.305487 0.058 -0.205 0.115
C -0.909668 0.083183 -0.066959 0.040 0.153 -0.125
C 1.391784 1.215021 0.277830 0.044 0.314 0.029
C 0.505558 0.335462 -0.512573 -0.097 0.039 -0.136
C -1.479352 -1.241992 -0.297659 -0.172 -0.166 -0.201
H 0.966667 1.716078 1.145889 0.053 -0.131 -0.081
H -1.579452 0.939339 0.015361 0.103 -0.102 -0.092
H 2.191081 1.757826 -0.220760 -0.156 -0.032 0.083
H -0.854592 -1.983606 -0.795120 -0.070 0.057 0.143
H 1.135610 -0.617054 1.143557 0.112 -0.011 -0.119
H 0.666339 0.255886 -1.586980 -0.027 0.039 0.148
H -2.553011 -1.377195 -0.408278 0.124 0.056 0.011
```
Positions in Å, forces in eV/Å.

Calculated values
Energy relative to the best compared isomer or geometry (same formula, charge and spin) = 3.036 eV
Maximum force = 0.0062 hartree/bohr
LUMO level = 1.169 eV
Orbital gap = 10.73 eV
HOMO = -9.6 eV